# 1
C29H41ClF7NO21P | wB97M-V/def2-TZVPD

Structure (XYZ):
```
101
Properties=species:S:1:pos:R:3:mulliken_charge:R:1
N 0.22 0.61 -4.33 -0.45
C 1.24 -0.11 -3.59 -0.38
C 2.06 0.84 -2.61 -0.87
P 3.85 0.65 -2.74 0.20
C 4.68 1.74 -3.95 -0.94
C 3.74 2.57 -4.83 -0.96
C 3.16 1.75 -5.97 1.04
Cl 1.81 2.64 -6.71 -0.23
C 4.62 0.81 -1.03 0.76
F 4.60 -0.39 -0.50 -0.26
F 5.86 1.23 -1.18 -0.30
C 3.86 1.77 -0.10 0.66
F 2.88 1.14 0.48 -0.28
F 3.37 2.79 -0.78 -0.29
C 4.77 2.36 1.05 0.64
F 5.37 3.44 0.68 -0.24
F 3.98 2.67 2.04 -0.26
F 5.60 1.46 1.47 -0.25
H -0.54 0.76 -3.66 0.40
H 0.56 1.55 -4.55 0.24
H 1.95 -0.61 -4.24 -0.23
H 0.71 -0.81 -2.96 0.34
H 1.80 0.50 -1.60 0.63
H 1.73 1.87 -2.66 0.59
H 4.09 -0.68 -3.13 0.13
H 5.44 2.32 -3.44 0.55
H 5.24 1.07 -4.61 0.62
H 2.97 3.07 -4.25 0.35
H 4.35 3.35 -5.28 0.48
H 2.75 0.81 -5.63 -1.08
H 3.90 1.49 -6.71 0.50
C 2.26 -3.25 -8.39 -0.37
C 1.46 -1.97 -8.30 -0.27
O 1.72 -1.54 -6.96 -0.22
C 2.88 -2.10 -6.56 0.60
O 3.46 -1.80 -5.56 -0.49
O 3.32 -3.01 -7.45 -0.38
H 2.67 -3.43 -9.38 0.32
H 1.69 -4.12 -8.07 0.27
H 1.83 -1.20 -8.99 0.22
H 0.40 -2.11 -8.47 0.29
C 1.44 3.84 -10.92 -0.29
C 2.76 4.50 -11.26 -0.33
O 3.66 3.89 -10.34 -0.33
C 3.14 2.70 -9.96 0.68
O 3.72 1.88 -9.33 -0.52
O 1.86 2.57 -10.41 -0.28
H 0.79 3.71 -11.77 0.28
H 0.90 4.37 -10.13 0.24
H 3.09 4.27 -12.28 0.27
H 2.74 5.58 -11.13 0.29
C -3.69 -1.93 -1.40 -0.36
C -2.61 -1.90 -0.35 -0.09
O -1.64 -1.02 -0.95 -0.28
C -2.28 -0.24 -1.84 0.60
O -1.78 0.70 -2.39 -0.70
O -3.54 -0.65 -2.04 -0.33
H -4.69 -2.04 -0.98 0.29
H -3.54 -2.72 -2.14 0.27
H -2.96 -1.45 0.59 0.18
H -2.20 -2.88 -0.14 0.34
C -1.66 -3.85 4.18 -0.35
C -3.13 -4.01 4.44 0.61
O -3.69 -3.82 3.13 -0.33
C -2.74 -4.11 2.23 0.70
O -2.93 -4.22 1.05 -0.66
O -1.54 -4.27 2.82 -0.35
H -1.05 -4.46 4.84 0.31
H -1.33 -2.81 4.26 0.25
H -3.39 -5.01 4.79 0.14
H -3.52 -3.28 5.14 -0.35
C -6.34 -5.57 7.55 -0.35
C -6.73 -4.32 8.30 -0.33
O -5.46 -3.72 8.58 -0.32
C -4.57 -4.18 7.66 0.65
O -3.47 -3.74 7.52 -0.47
O -5.10 -5.19 6.93 -0.29
H -7.07 -5.86 6.79 0.30
H -6.16 -6.42 8.21 0.27
H -7.32 -3.63 7.69 0.26
H -7.27 -4.53 9.22 0.30
C -3.94 1.21 8.26 -0.36
C -2.71 0.36 8.50 -0.07
O -2.98 -0.81 7.72 -0.28
C -3.85 -0.46 6.74 0.58
O -4.16 -1.15 5.82 -0.49
O -4.34 0.79 6.95 -0.37
H -3.73 2.27 8.28 0.24
H -4.74 0.99 8.96 0.29
H -1.80 0.83 8.13 0.07
H -2.58 0.10 9.55 0.34
C 1.06 4.45 8.53 -0.37
C -0.25 3.91 7.99 -0.30
O -0.89 3.42 9.18 -0.27
C -0.36 4.09 10.24 0.60
O -0.79 4.03 11.34 -0.50
O 0.71 4.82 9.87 -0.33
H 1.42 5.31 7.97 0.31
H 1.84 3.70 8.57 0.26
H -0.88 4.68 7.55 0.27
H -0.11 3.11 7.27 0.31
```

The HOMO energy comes out at -11.520 eV. The calculation puts the LUMO energy at -0.0748 hartree. As for the charge: +1. The orbital gap is 9.5 eV.

# 2
C29H41GeN3PtS2Si3 | wB97M-V/def2-TZVPD

Structure (XYZ):
```
80
Properties=species:S:1:pos:R:3:mulliken_charge:R:1
Pt 0.14 -0.81 -0.47 1.32
S 4.50 -1.00 0.87 -0.39
C 4.04 0.64 1.23 1.43
C 4.83 1.66 1.75 -0.60
C 4.24 2.90 1.91 -0.73
C 2.91 3.12 1.56 -1.24
C 2.13 2.10 1.05 -0.02
C 2.70 0.84 0.89 -1.21
N 2.09 -0.30 0.39 0.38
C 2.90 -1.31 0.31 0.54
C 2.43 -2.55 -0.29 1.71
C 3.28 -3.61 -0.60 -0.41
C 2.78 -4.73 -1.24 -1.00
C 1.44 -4.78 -1.58 -0.70
C 0.58 -3.72 -1.27 -0.50
C 1.06 -2.59 -0.62 -1.93
H 5.86 1.50 2.01 0.47
H 4.83 3.72 2.31 0.44
H 2.48 4.10 1.68 0.48
H 1.10 2.27 0.77 0.42
H 4.33 -3.55 -0.36 0.50
H 3.44 -5.55 -1.48 0.43
H 1.04 -5.64 -2.09 0.52
H -0.46 -3.79 -1.54 0.72
C -2.64 -0.69 3.97 -1.12
Si -2.12 -0.34 2.20 0.11
C -1.23 1.31 2.20 -0.66
C -3.65 -0.21 1.11 -0.94
Ge -0.71 -2.15 1.41 0.36
Si -2.21 -3.97 0.90 0.49
C -3.16 -3.67 -0.69 -1.19
C -1.32 -5.62 0.89 -0.91
C -3.43 -3.98 2.32 -1.09
Si 0.79 -2.69 3.20 0.21
C 2.13 -3.94 2.81 -0.97
C 1.57 -1.12 3.86 -0.64
C -0.31 -3.48 4.51 -1.11
H -3.36 0.08 4.27 0.41
H -1.79 -0.62 4.65 0.29
H -3.11 -1.66 4.10 0.32
H -1.86 2.06 2.69 0.56
H -1.05 1.66 1.18 -0.02
H -0.28 1.27 2.73 0.17
H -4.16 0.74 1.26 0.40
H -4.36 -1.01 1.32 0.34
H -3.39 -0.30 0.05 0.04
H -2.54 -3.41 -1.55 0.37
H -3.88 -2.86 -0.54 0.29
H -3.73 -4.57 -0.95 0.44
H -0.53 -5.67 0.14 0.17
H -2.04 -6.42 0.68 0.44
H -0.88 -5.82 1.86 0.23
H -4.04 -3.08 2.33 0.21
H -2.95 -4.07 3.30 0.24
H -4.11 -4.84 2.21 0.45
H 2.94 -3.53 2.20 0.28
H 1.73 -4.81 2.29 0.24
H 2.56 -4.27 3.75 0.44
H 2.22 -0.65 3.13 0.01
H 2.17 -1.35 4.75 0.49
H 0.81 -0.38 4.16 0.21
H -0.71 -4.43 4.16 0.24
H -1.14 -2.84 4.81 0.29
H 0.29 -3.68 5.40 0.44
N -2.16 1.92 -1.16 -0.17
C -0.89 2.07 -1.57 0.26
N -0.02 1.09 -1.64 -0.39
C 1.21 1.55 -2.15 -0.57
C 2.29 0.76 -2.49 -0.32
C 3.44 1.37 -2.97 -0.67
C 3.50 2.76 -3.12 -0.70
C 2.41 3.55 -2.84 -0.44
C 1.26 2.93 -2.37 1.00
S -0.28 3.65 -1.99 -0.28
H -2.52 0.98 -1.08 0.15
H -2.83 2.65 -1.31 0.24
H 2.23 -0.32 -2.40 0.44
H 4.29 0.77 -3.24 0.45
H 4.41 3.21 -3.50 0.42
H 2.44 4.62 -3.00 0.43
```

The HOMO energy (alpha / beta) comes out at -10.698 / -10.825 eV. Its expectation value of S² is 0.7545. Its relative energy (zero: lowest compared OMol25 entry of this formula, charge and spin) is 0.0 kcal/mol. The calculation puts the LUMO energy (alpha / beta) at -0.1180 / -0.1440 hartree. As for the charge: +1. The orbital gap (alpha / beta) is 7.5 / 6.9 eV. The spin multiplicity is 2.